Below is a cluster of 13 separate species, C66H168N10O26 in total in a non-equilibrium geometry, with properties calculated with the ωB97M-V functional and the def2-TZVPD basis.

## Properties
HOMO-LUMO gap: 8.75 eV
Multiplicity: 1

Last columns: bonded neighbours and bond lengths (Å).
Atoms and positions in Å:
1 C 5.7600 -6.1921 4.2627  C2 1.521, O4 1.416, H5 1.090, H6 1.090
2 C 6.7690 -5.4696 3.3831  C1 1.521, O3 1.369, H7 1.090, H8 1.090
3 O 6.9317 -6.1647 2.2147  C2 1.369, H9 0.960
4 O 6.2121 -7.4095 4.8280  C1 1.416, H10 0.960
5 H 4.8159 -6.3964 3.7576  C1 1.090
6 H 5.4361 -5.4327 4.9743  C1 1.090
7 H 7.7596 -5.4122 3.8343  C2 1.090
8 H 6.5097 -4.4330 3.1677  C2 1.090
9 H 7.7806 -5.8807 1.8679  O3 0.960
10 H 6.8558 -7.7823 4.2212  O4 0.960
11 C -8.5973 -5.2236 2.3622  C12 1.605, O14 1.426, H15 1.090, H16 1.090
12 C -8.4202 -3.7858 3.0529  C11 1.605, O13 1.432, H17 1.090, H18 1.090
13 O -9.5871 -2.9583 2.9885  C12 1.432, H19 0.960
14 O -8.7268 -5.0410 0.9540  C11 1.426, H20 0.960
15 H -9.5251 -5.6492 2.7444  C11 1.090
16 H -7.7254 -5.8334 2.5993  C11 1.090
17 H -7.5103 -3.3079 2.6900  C12 1.090
18 H -8.2831 -3.9029 4.1279  C12 1.090
19 H -10.1654 -3.2258 2.2705  O13 0.960
20 H -8.1971 -5.7286 0.5438  O14 0.960
21 C 9.0273 5.4115 -3.4323  C22 1.588, O24 1.434, H25 1.090, H26 1.090
22 C 9.2010 4.3710 -2.2457  C21 1.588, O23 1.449, H27 1.090, H28 1.090
23 O 10.1263 5.0003 -1.3258  C22 1.449, H29 0.960
24 O 8.2291 4.7134 -4.3977  C21 1.434, H30 0.960
25 H 9.9402 5.8335 -3.8527  C21 1.090
26 H 8.3845 6.2339 -3.1184  C21 1.090
27 H 9.7564 3.5417 -2.6836  C22 1.090
28 H 8.2637 3.9932 -1.8372  C22 1.090
29 H 9.6301 5.5405 -0.7065  O23 0.960
30 H 7.2922 4.9106 -4.3269  O24 0.960
31 C -6.3420 -12.2191 -1.4050  O32 1.418, H40 1.090, H41 1.090, H42 1.090
32 O -6.9107 -11.2448 -0.5461  C31 1.418, C33 1.472
33 C -7.8247 -10.2890 -1.1919  O32 1.472, C34 1.522, H43 1.090, H44 1.090
34 C -7.2244 -9.6496 -2.4363  C33 1.522, N35 1.497, H45 1.090, H46 1.090
35 N -6.0770 -8.7269 -2.1659  C34 1.497, C36 1.476, H47 1.010
36 C -5.3278 -8.3732 -3.3879  N35 1.476, C37 1.565, H48 1.090, H49 1.090
37 C -5.6653 -6.9379 -3.9122  C36 1.565, O38 1.438, H50 1.090, H51 1.090
38 O -4.5918 -6.5037 -4.7643  C37 1.438, C39 1.427
39 C -4.7356 -5.2546 -5.4401  O38 1.427, H52 1.090, H53 1.090, H54 1.090
40 H -5.9233 -12.9585 -0.7222  C31 1.090
41 H -5.6338 -11.7004 -2.0512  C31 1.090
42 H -7.0214 -12.8160 -2.0134  C31 1.090
43 H -8.0944 -9.3839 -0.6478  C33 1.090
44 H -8.7793 -10.7531 -1.4401  C33 1.090
45 H -7.9227 -8.9027 -2.8140  C34 1.090
46 H -7.1490 -10.3807 -3.2412  C34 1.090
47 H -5.3970 -9.2034 -1.5909  N35 1.010
48 H -5.6557 -9.0860 -4.1445  C36 1.090
49 H -4.2578 -8.5763 -3.3456  C36 1.090
50 H -5.7563 -6.2025 -3.1128  C37 1.090
51 H -6.6057 -6.9388 -4.4634  C37 1.090
52 H -3.8082 -4.9507 -5.9255  C39 1.090
53 H -5.0644 -4.3945 -4.8568  C39 1.090
54 H -5.4114 -5.3098 -6.2935  C39 1.090
55 C 13.3798 -1.9219 2.2405  O56 1.388, H64 1.090, H65 1.090, H66 1.090
56 O 14.1881 -2.9124 2.7806  C55 1.388, C57 1.386
57 C 15.5028 -2.5342 3.0038  O56 1.386, C58 1.537, H67 1.090, H68 1.090
58 C 16.2022 -3.7492 3.6350  C57 1.537, N59 1.483, H69 1.090, H70 1.090
59 N 15.4773 -4.1194 4.8749  C58 1.483, C60 1.496, H71 1.010
60 C 15.7739 -5.5506 5.1938  N59 1.496, C61 1.457, H72 1.090, H73 1.090
61 C 17.1218 -5.9044 5.6203  C60 1.457, O62 1.465, H74 1.090, H75 1.090
62 O 17.1031 -7.3262 5.9731  C61 1.465, C63 1.395
63 C 18.3344 -7.7213 6.4961  O62 1.395, H76 1.090, H77 1.090, H78 1.090
64 H 13.3865 -1.0277 2.8637  C55 1.090
65 H 12.3737 -2.3402 2.2091  C55 1.090
66 H 13.5257 -1.6151 1.2048  C55 1.090
67 H 15.5132 -1.7466 3.7574  C57 1.090
68 H 16.0786 -2.2376 2.1272  C57 1.090
69 H 17.2630 -3.5548 3.7929  C58 1.090
70 H 16.2022 -4.5930 2.9450  C58 1.090
71 H 14.5222 -4.1645 4.5498  N59 1.010
72 H 15.4760 -6.1771 4.3530  C60 1.090
73 H 15.1238 -5.8578 6.0129  C60 1.090
74 H 17.4732 -5.2411 6.4106  C61 1.090
75 H 17.8179 -5.6708 4.8148  C61 1.090
76 H 18.3460 -7.3193 7.5092  C63 1.090
77 H 19.2342 -7.3957 5.9741  C63 1.090
78 H 18.3590 -8.8068 6.5919  C63 1.090
79 C -2.8047 -8.3929 -9.5697  O80 1.399, H88 1.090, H89 1.090, H90 1.090
80 O -1.6669 -8.9267 -8.9561  C79 1.399, C81 1.477
81 C -0.4377 -8.3649 -9.5507  O80 1.477, C82 1.516, H91 1.090, H92 1.090
82 C 0.8909 -8.7782 -8.9492  C81 1.516, N83 1.458, H93 1.090, H94 1.090
83 N 2.0569 -8.0086 -9.3663  C82 1.458, C84 1.467, H95 1.010
84 C 2.1683 -6.6365 -8.8596  N83 1.467, C85 1.588, H96 1.090, H97 1.090
85 C 3.4631 -5.8858 -9.3905  C84 1.588, O86 1.437, H98 1.090, H99 1.090
86 O 3.4723 -4.5217 -8.9394  C85 1.437, C87 1.441
87 C 4.6254 -3.7966 -9.4095  O86 1.441, H100 1.090, H101 1.090, H102 1.090
88 H -3.7577 -8.8422 -9.2905  C79 1.090
89 H -2.6104 -8.4886 -10.6380  C79 1.090
90 H -2.8690 -7.3540 -9.2461  C79 1.090
91 H -0.4426 -7.2902 -9.3686  C81 1.090
92 H -0.4624 -8.4918 -10.6330  C81 1.090
93 H 1.2164 -9.7778 -9.2372  C82 1.090
94 H 0.8539 -8.9004 -7.8667  C82 1.090
95 H 2.8059 -8.5381 -8.9437  N83 1.010
96 H 2.3308 -6.7662 -7.7896  C84 1.090
97 H 1.3205 -5.9718 -9.0255  C84 1.090
98 H 3.5497 -5.8239 -10.4753  C85 1.090
99 H 4.3378 -6.4325 -9.0382  C85 1.090
100 H 4.6806 -3.7053 -10.4943  C87 1.090
101 H 5.5842 -4.2277 -9.1216  C87 1.090
102 H 4.6059 -2.7835 -9.0078  C87 1.090
103 C 1.3091 6.6846 -1.6062  O104 1.452, H112 1.090, H113 1.090, H114 1.090
104 O 1.6934 7.1189 -2.9377  C103 1.452, C105 1.420
105 C 3.0892 7.2547 -3.1617  O104 1.420, C106 1.529, H115 1.090, H116 1.090
106 C 3.3879 7.6912 -4.5960  C105 1.529, N107 1.476, H117 1.090, H118 1.090
107 N 3.3101 6.5339 -5.5085  C106 1.476, C108 1.423, H119 1.010
108 C 3.4186 6.7670 -6.9082  N107 1.423, C109 1.541, H120 1.090, H121 1.090
109 C 3.3792 5.3985 -7.6148  C108 1.541, O110 1.442, H122 1.090, H123 1.090
110 O 3.6298 5.7024 -9.0017  C109 1.442, C111 1.434
111 C 3.4083 4.5521 -9.8283  O110 1.434, H124 1.090, H125 1.090, H126 1.090
112 H 1.7329 7.3512 -0.8552  C103 1.090
113 H 1.7454 5.6983 -1.4478  C103 1.090
114 H 0.2263 6.6464 -1.4866  C103 1.090
115 H 3.4392 6.2324 -3.0182  C105 1.090
116 H 3.5564 7.8378 -2.3681  C105 1.090
117 H 4.4083 8.0535 -4.7207  C106 1.090
118 H 2.6808 8.4563 -4.9167  C106 1.090
119 H 2.5174 5.9329 -5.3335  N107 1.010
120 H 4.3521 7.2296 -7.2286  C108 1.090
121 H 2.7404 7.5228 -7.3042  C108 1.090
122 H 2.4368 4.8521 -7.5766  C109 1.090
123 H 4.1483 4.7631 -7.1757  C109 1.090
124 H 2.3415 4.3300 -9.8557  C111 1.090
125 H 3.9700 3.7010 -9.4434  C111 1.090
126 H 3.7354 4.7005 -10.8574  C111 1.090
127 C -16.8716 -4.2660 -2.0456  O128 1.336, H136 1.090, H137 1.090, H138 1.090
128 O -16.5616 -3.3303 -1.1441  C127 1.336, C129 1.428
129 C -15.7055 -3.7493 -0.0813  O128 1.428, C130 1.569, H139 1.090, H140 1.090
130 C -14.3031 -4.2390 -0.5868  C129 1.569, N131 1.468, H141 1.090, H142 1.090
131 N -13.3740 -3.1365 -0.8627  C130 1.468, C132 1.463, H143 1.010
132 C -13.9702 -2.2347 -1.8487  N131 1.463, C133 1.509, H144 1.090, H145 1.090
133 C -12.9061 -1.3736 -2.4826  C132 1.509, O134 1.425, H146 1.090, H147 1.090
134 O -11.8494 -2.0919 -3.1135  C133 1.425, C135 1.409
135 C -10.7830 -1.2577 -3.5031  O134 1.409, H148 1.090, H149 1.090, H150 1.090
136 H -17.6921 -3.8397 -2.6227  C127 1.090
137 H -17.1410 -5.2167 -1.5853  C127 1.090
138 H -16.0545 -4.4121 -2.7521  C127 1.090
139 H -16.2487 -4.5222 0.4623  C129 1.090
140 H -15.4598 -2.9430 0.6098  C129 1.090
141 H -14.3245 -4.9387 -1.4222  C130 1.090
142 H -13.7161 -4.5902 0.2619  C130 1.090
143 H -12.4861 -3.5130 -1.1626  N131 1.010
144 H -14.6945 -1.5419 -1.4204  C132 1.090
145 H -14.4066 -2.7665 -2.6942  C132 1.090
146 H -12.5709 -0.5813 -1.8132  C133 1.090
147 H -13.4128 -0.8293 -3.2796  C133 1.090
148 H -11.1314 -0.3495 -3.9949  C135 1.090
149 H -10.0941 -1.6904 -4.2286  C135 1.090
150 H -10.2750 -0.9748 -2.5811  C135 1.090
151 C 3.7137 -0.3608 -2.5191  O152 1.404, H160 1.090, H161 1.090, H162 1.090
152 O 2.3764 0.0677 -2.5307  C151 1.404, C153 1.490
153 C 1.8442 0.2604 -3.9092  O152 1.490, C154 1.549, H163 1.090, H164 1.090
154 C 0.4143 0.8530 -3.8600  C153 1.549, N155 1.454, H165 1.090, H166 1.090
155 N 0.5330 2.2339 -3.4211  C154 1.454, C156 1.485, H167 1.010
156 C -0.7548 2.9716 -3.3775  N155 1.485, C157 1.523, H168 1.090, H169 1.090
157 C -1.8954 2.3958 -2.5482  C156 1.523, O158 1.429, H170 1.090, H171 1.090
158 O -1.4905 2.1476 -1.1999  C157 1.429, C159 1.432
159 C -2.6255 1.8870 -0.3673  O158 1.432, H172 1.090, H173 1.090, H174 1.090
160 H 4.3210 0.4835 -2.8453  C151 1.090
161 H 3.8542 -1.1973 -3.2036  C151 1.090
162 H 3.9027 -0.7102 -1.5040  C151 1.090
163 H 1.7348 -0.6750 -4.4580  C153 1.090
164 H 2.4029 0.9475 -4.5447  C153 1.090
165 H -0.1848 0.2451 -3.1820  C154 1.090
166 H -0.1087 0.7849 -4.8139  C154 1.090
167 H 1.0632 2.2889 -2.5632  N155 1.010
168 H -1.1030 2.9791 -4.4104  C156 1.090
169 H -0.6934 4.0197 -3.0848  C156 1.090
170 H -2.1545 1.5258 -3.1515  C157 1.090
171 H -2.8095 2.9875 -2.5976  C157 1.090
172 H -3.3404 1.2648 -0.9057  C159 1.090
173 H -3.1738 2.7615 -0.0172  C159 1.090
174 H -2.3155 1.2812 0.4842  C159 1.090
175 C 5.3132 2.0114 4.8454  O176 1.433, H184 1.090, H185 1.090, H186 1.090
176 O 5.7417 2.3752 6.1637  C175 1.433, C177 1.456
177 C 5.2086 1.6035 7.2772  O176 1.456, C178 1.570, H187 1.090, H188 1.090
178 C 6.3399 1.7103 8.3602  C177 1.570, N179 1.483, H189 1.090, H190 1.090
179 N 6.5367 3.1380 8.7100  C178 1.483, C180 1.457, H191 1.010
180 C 7.7137 3.3852 9.5325  N179 1.457, C181 1.566, H192 1.090, H193 1.090
181 C 9.0497 2.8781 8.8929  C180 1.566, O182 1.429, H194 1.090, H195 1.090
182 O 9.1965 3.3894 7.5669  C181 1.429, C183 1.471
183 C 10.2878 2.6992 6.8615  O182 1.471, H196 1.090, H197 1.090, H198 1.090
184 H 5.7985 2.6648 4.1203  C175 1.090
185 H 4.2340 2.0237 4.6929  C175 1.090
186 H 5.5381 0.9750 4.5937  C175 1.090
187 H 5.1463 0.5570 6.9791  C177 1.090
188 H 4.2210 2.0084 7.4980  C177 1.090
189 H 7.2687 1.3604 7.9098  C178 1.090
190 H 5.9569 1.1769 9.2302  C178 1.090
191 H 6.5664 3.6047 7.8148  N179 1.010
192 H 7.6104 3.0050 10.5488  C180 1.090
193 H 7.7800 4.4626 9.6844  C180 1.090
194 H 8.9610 1.7936 8.8301  C181 1.090
195 H 9.9544 3.2017 9.4077  C181 1.090
196 H 10.6877 3.3917 6.1209  C183 1.090
197 H 9.9183 1.7817 6.4036  C183 1.090
198 H 11.1604 2.4902 7.4804  C183 1.090
199 C -2.8886 17.3567 1.2850  O200 1.388, H208 1.090, H209 1.090, H210 1.090
200 O -4.1783 16.8520 1.1960  C199 1.388, C201 1.417
201 C -4.7065 16.3929 2.4277  O200 1.417, C202 1.591, H211 1.090, H212 1.090
202 C -6.1279 15.7242 2.1742  C201 1.591, N203 1.410, H213 1.090, H214 1.090
203 N -5.9421 14.4373 1.6279  C202 1.410, C204 1.432, H215 1.010
204 C -7.0038 14.1107 0.7246  N203 1.432, C205 1.529, H216 1.090, H217 1.090
205 C -6.7710 12.7242 0.1232  C204 1.529, O206 1.469, H218 1.090, H219 1.090
206 O -5.8026 12.8472 -0.9745  C205 1.469, C207 1.381
207 C -5.7030 11.6883 -1.7191  O206 1.381, H220 1.090, H221 1.090, H222 1.090
208 H -2.7345 18.0457 2.1154  C199 1.090
209 H -2.6857 17.8915 0.3571  C199 1.090
210 H -2.2024 16.5106 1.3215  C199 1.090
211 H -4.9001 17.2322 3.0957  C201 1.090
212 H -4.0261 15.6926 2.9121  C201 1.090
213 H -6.7620 16.3529 1.5492  C202 1.090
214 H -6.4558 15.5650 3.2015  C202 1.090
215 H -5.0865 14.4685 1.0922  N203 1.010
216 H -7.2525 14.8330 -0.0529  C204 1.090
217 H -7.9269 14.1308 1.3041  C204 1.090
218 H -7.6980 12.3514 -0.3126  C205 1.090
219 H -6.3697 12.0047 0.8369  C205 1.090
220 H -6.6737 11.2422 -1.9352  C207 1.090
221 H -5.1481 10.9165 -1.1858  C207 1.090
222 H -5.0844 11.9480 -2.5782  C207 1.090
223 C -7.2864 6.5988 7.1545  O224 1.430, H232 1.090, H233 1.090, H234 1.090
224 O -8.0998 7.4139 6.3065  C223 1.430, C225 1.429
225 C -8.9475 8.3075 7.0305  O224 1.429, C226 1.573, H235 1.090, H236 1.090
226 C -9.8340 9.0562 5.9685  C225 1.573, N227 1.498, H237 1.090, H238 1.090
227 N -10.7556 10.0905 6.5387  C226 1.498, C228 1.489, H239 1.010
228 C -9.8944 11.2305 6.9572  N227 1.489, C229 1.571, H240 1.090, H241 1.090
229 C -10.7548 12.2920 7.7318  C228 1.571, O230 1.407, H242 1.090, H243 1.090
230 O -10.9962 11.7217 8.9949  C229 1.407, C231 1.479
231 C -11.9162 12.4788 9.8718  O230 1.479, H244 1.090, H245 1.090, H246 1.090
232 H -6.4184 7.2111 7.3992  C223 1.090
233 H -6.9110 5.7029 6.6600  C223 1.090
234 H -7.7934 6.4444 8.1069  C223 1.090
235 H -8.3531 9.0390 7.5780  C225 1.090
236 H -9.5828 7.8875 7.8103  C225 1.090
237 H -10.3689 8.2789 5.4227  C226 1.090
238 H -9.2144 9.4122 5.1454  C226 1.090
239 H -11.1723 9.7791 7.4045  N227 1.010
240 H -9.3400 11.5717 6.0829  C228 1.090
241 H -9.1327 10.9963 7.7008  C228 1.090
242 H -11.7356 12.5093 7.3089  C229 1.090
243 H -10.2111 13.2356 7.6860  C229 1.090
244 H -11.6510 13.5259 9.7256  C231 1.090
245 H -11.7840 12.1266 10.8948  C231 1.090
246 H -12.9763 12.5104 9.6202  C231 1.090
247 C 8.6827 -9.8587 2.3897  O248 1.427, H256 1.090, H257 1.090, H258 1.090
248 O 7.2740 -10.0764 2.4631  C247 1.427, C249 1.435
249 C 6.7832 -10.6488 1.2422  O248 1.435, C250 1.519, H259 1.090, H260 1.090
250 C 5.2701 -10.7823 1.2211  C249 1.519, N251 1.447, H261 1.090, H262 1.090
251 N 4.6901 -9.6843 0.4788  C250 1.447, C252 1.497, H263 1.010
252 C 3.2308 -9.5268 0.7728  N251 1.497, C253 1.536, H264 1.090, H265 1.090
253 C 2.7985 -8.3187 -0.0714  C252 1.536, O254 1.455, H266 1.090, H267 1.090
254 O 1.7091 -7.6409 0.6137  C253 1.455, C255 1.432
255 C 1.2219 -6.5600 -0.1902  O254 1.432, H268 1.090, H269 1.090, H270 1.090
256 H 9.0449 -9.5856 3.3809  C247 1.090
257 H 8.8440 -8.9896 1.7520  C247 1.090
258 H 9.2892 -10.6609 1.9692  C247 1.090
259 H 7.1055 -11.6738 1.0587  C249 1.090
260 H 7.1954 -10.0237 0.4501  C249 1.090
261 H 4.9695 -10.8174 2.2682  C250 1.090
262 H 4.9779 -11.7431 0.7972  C250 1.090
263 H 5.1835 -8.8549 0.7769  N251 1.010
264 H 3.1441 -9.3132 1.8381  C252 1.090
265 H 2.6504 -10.3964 0.4646  C252 1.090
266 H 2.5687 -8.5121 -1.1192  C253 1.090
267 H 3.6111 -7.5925 -0.0511  C253 1.090
268 H 0.8083 -6.8566 -1.1541  C255 1.090
269 H 1.9437 -5.8009 -0.4917  C255 1.090
270 H 0.4857 -5.9471 0.3299  C255 1.090